No. 1
DFT (ωB97M-V/def2-TZVPD) results for a molecular structure, C7H14O2 in a non-equilibrium geometry.

```
23
Properties=species:S:1:pos:R:3:forces:R:3:lowdin_charge:R:1
C 0.26758 0.66445 0.52875 1.3373 6.4702 -0.4187 -0.292
C -0.15395 0.28258 -0.77233 -1.1960 -4.5353 1.5907 -0.265
C -0.44039 -1.54366 0.06810 -0.7751 0.7073 -2.1411 -0.268
C -0.13295 -2.44077 -1.11448 -0.0832 -0.2458 0.0107 -0.122
C 0.21460 -2.05440 1.33687 0.1912 0.5701 0.1926 -0.106
C 0.57167 2.63418 0.13887 0.2306 -1.4454 0.2891 -0.068
C -0.40093 3.49025 -0.18248 0.0739 -0.5081 0.7178 -0.082
O -0.65822 0.76828 1.55082 -0.3240 -0.1563 -0.1351 -0.025
O 0.71024 0.18794 -1.81300 0.6326 0.3696 -0.0644 0.018
H -0.96709 1.69171 1.53195 0.1347 -0.5778 0.1086 0.094
H 1.50226 0.72955 -1.66545 -0.2621 -0.1160 0.0938 0.116
H 1.28460 0.40399 0.81754 -0.2590 -0.3705 0.1146 0.137
H -1.15840 0.55679 -1.08220 -0.0079 -0.0315 0.1758 0.149
H -1.51580 -1.44638 0.22514 0.0521 -0.0545 -0.0337 0.109
H 1.59850 3.00939 0.17188 -0.1060 -0.0864 0.0498 0.050
H -0.41348 -3.47965 -0.89745 0.0506 0.0595 0.0330 0.075
H -0.66908 -2.14591 -2.01863 0.0701 0.0625 0.0606 0.075
H 0.93822 -2.44059 -1.34447 -0.1088 0.0651 0.0010 0.079
H -0.12321 -1.51348 2.22149 0.1840 0.1388 -0.0636 0.069
H 1.30592 -2.01044 1.27224 -0.0227 -0.0600 0.0974 0.081
H -0.06828 -3.10003 1.51811 0.0472 0.1050 -0.3365 0.084
H -1.45085 3.19334 -0.18194 0.0196 -0.0967 -0.2116 0.047
H -0.24099 4.56286 -0.30933 0.1210 -0.2637 -0.1308 0.046
```
Forces are in eV/Å.

The value obtained for the lowest unoccupied orbital energy is 0.879 eV. For the energy relative to the best compared isomer or geometry (same formula, charge and spin), the calculation gives 118.9 kcal/mol. As for the strongest force on any atom: 6.620 eV/Å. The calculation puts the HOMO energy at -7.77 eV. For the gap between HOMO and LUMO, the calculation gives 0.318 hartree. The spin multiplicity is 1. Its total charge is 0. Its energy is -11576.152 eV.

No. 2
DFT (ωB97M-V/def2-TZVPD) results for 2 unconnected molecules or ions with the total composition C7H14O3S in a non-equilibrium geometry.

```
25
Properties=species:S:1:pos:R:3:forces:R:3:lowdin_charge:R:1
C 1.68761 2.10777 -0.67455 0.5478 -3.7357 3.0011 0.060
C 2.23218 1.74458 0.72413 1.8051 -0.4423 -0.4973 -0.094
C 1.51773 0.86072 -0.26293 -0.3345 2.5110 0.1871 -0.196
C 0.18505 -1.11078 0.71344 0.7359 0.3718 0.8735 -0.025
C 2.24381 -1.45925 -0.71370 1.4091 0.1543 1.6769 -0.022
C -3.88564 0.25506 1.06062 0.0423 -0.3866 -1.2359 -0.211
C 1.04604 -0.50406 -0.47424 -0.7277 -2.2500 -1.4561 -0.467
O -1.67737 1.44085 -0.00428 -0.7438 0.5496 0.4539 -0.496
O -2.26372 -0.74176 -0.89351 -3.1771 -0.4016 0.2409 -0.350
O 0.27624 -0.62642 -1.76459 0.3093 0.5003 1.0461 -0.071
S -2.87573 0.71587 -0.45285 1.3737 -1.6284 0.0258 0.882
H 1.88383 2.73645 -1.45579 -0.0780 1.5794 -1.6963 0.065
H -1.33596 -0.95433 -1.02707 0.8709 1.1060 -0.2992 0.002
H 3.37367 1.55720 0.87999 -1.8837 0.3366 -0.3972 0.106
H 1.78265 2.11506 1.64441 -0.3377 -0.0032 -0.2843 0.072
H 0.92068 -1.12726 1.56493 -0.8393 0.3440 -0.5254 0.097
H -0.07621 -2.19692 0.63331 0.1774 0.9234 -0.6805 0.104
H -0.73406 -0.52893 1.00279 1.2851 -0.4765 -0.3972 0.068
H 2.50166 -2.01810 0.20945 -0.1025 0.5036 -0.2159 0.085
H 2.03307 -2.23917 -1.40692 -0.5575 -0.2711 -0.7946 0.070
H 3.19234 -0.96660 -1.01509 -0.7369 -0.0136 -0.0187 0.096
H -3.32462 -0.04567 1.92025 0.5530 -0.2622 0.2927 0.043
H -4.33719 1.18728 1.22434 -0.2849 1.8197 0.6138 0.007
H -4.79957 -0.33740 0.91932 0.7331 -0.5599 -0.5614 0.058
H 0.43349 0.13582 -2.35143 -0.0391 -0.2686 0.6482 0.115
```
Forces are in eV/Å.

The value obtained for the lowest unoccupied orbital energy is 0.855 eV. For the energy relative to the best compared isomer or geometry (same formula, charge and spin), the calculation gives 71.4 kcal/mol. As for the strongest force on any atom: 4.823 eV/Å. The calculation puts the HOMO energy at -9.10 eV. For the gap between HOMO and LUMO, the calculation gives 0.366 hartree. The spin multiplicity is 1. Its total charge is 0. Its energy is -24459.176 eV.

No. 3
DFT (ωB97M-V/def2-TZVPD) results for a gas-phase ion, C7H14OP (charge +1) in a non-equilibrium geometry.

```
23
Properties=species:S:1:pos:R:3:forces:R:3:lowdin_charge:R:1
C 1.19967 -1.30864 -0.08378 -4.1424 -0.5973 -6.7710 0.168
C 0.08507 -1.13389 -1.52679 4.6227 -0.6341 5.0784 -0.037
C 0.87748 -0.31505 0.90171 1.0614 -1.1282 2.6478 -0.649
C 2.01591 0.71481 0.82616 1.8591 -0.2676 -1.4855 -0.027
C 1.03665 -0.75075 2.41602 -0.0746 0.7772 0.2470 -0.001
C -2.79483 -0.51237 -0.77178 0.3418 2.4416 -0.7644 -0.129
C -1.04516 1.64732 -1.64536 -1.7826 -2.7132 -1.8292 -0.130
O -0.46686 0.06635 0.64271 -0.6734 1.3501 -0.0994 -0.191
P -1.04756 0.00194 -0.86014 0.1639 0.5815 0.3115 0.789
H 1.95854 -2.09612 -0.09279 -0.0852 0.5723 -0.0085 0.122
H 0.45545 -1.37110 -2.53337 -0.4529 -0.1506 0.6920 0.055
H 3.09789 0.34245 1.04669 -2.1461 -0.0596 -0.5916 0.152
H 1.95117 1.52991 1.47658 -0.8191 1.1018 1.3728 0.073
H 2.02243 1.14472 -0.15129 0.3025 0.2888 -0.9101 0.074
H 1.06199 0.25588 2.96155 -0.3078 -1.6421 -0.4062 0.109
H 2.10781 -1.14414 2.49204 -1.8160 0.0043 0.2230 0.114
H 0.18624 -1.38963 2.81847 1.4311 0.5645 -0.5836 0.113
H -2.85195 -1.50971 -0.43326 -0.4766 -0.9260 0.5994 0.049
H -3.28297 -0.35122 -1.73794 0.6058 -0.7351 -0.5081 0.070
H -3.39835 0.28309 -0.28352 0.6446 -0.7686 0.8661 0.089
H -0.08572 2.00973 -1.79969 2.1053 0.0493 -1.0193 0.030
H -1.40644 2.41317 -1.04714 -1.6876 1.1201 1.3208 0.039
H -1.67646 1.47325 -2.61506 1.3259 0.7709 1.6179 0.118
```
Forces are in eV/Å.

The value obtained for the lowest unoccupied orbital energy (alpha / beta) is -4.639 / -5.134 eV. For the energy relative to the best compared isomer or geometry (same formula, charge and spin), the calculation gives 74.1 kcal/mol. As for the strongest force on any atom: 7.960 eV/Å. The calculation puts the HOMO energy (alpha / beta) at -13.43 / -13.00 eV. For the gap between HOMO and LUMO (alpha / beta), the calculation gives 0.323 / 0.289 hartree. The spin multiplicity is 1. Its total charge is +1. Its energy is -18812.045 eV.

No. 4
DFT (ωB97M-V/def2-TZVPD) results for 2 unconnected molecules or ions with the total composition C7H14S in a non-equilibrium geometry.

```
22
Properties=species:S:1:pos:R:3:forces:R:3:lowdin_charge:R:1
C 0.97818 -0.38808 2.16247 -0.2876 -2.9233 -1.4297 -0.092
C 0.92014 0.51550 0.91867 -0.1080 -0.9937 -0.1283 -0.342
C 1.79839 0.02537 -0.25412 0.9261 1.3254 -0.0830 -0.129
C 0.55322 -0.46316 -0.87463 0.2136 -3.7748 -3.0413 -0.502
C 0.47814 -0.73880 -2.42544 -2.0213 1.2569 -1.0822 -0.082
C -0.34732 0.42723 -0.01933 0.2790 -1.7856 -0.7484 -0.840
C -0.73539 1.71637 -0.82252 0.2206 0.0375 1.7831 -0.107
H 2.02167 -0.55318 2.60977 -1.4464 0.1482 -1.0469 0.099
H 0.43880 -1.48238 1.81194 1.9757 2.6421 1.0586 0.114
H 0.33723 -0.09090 2.95638 -0.5459 0.5830 0.5820 0.034
H 0.88024 1.52639 1.07738 1.2004 2.6935 1.3621 0.084
H 2.70796 -0.54957 -0.10305 -0.4322 -0.8365 0.4776 0.117
H 2.18300 0.75919 -0.94867 0.0592 1.2426 0.2650 0.105
H 0.46052 -1.51064 -0.63465 -0.5632 -0.3902 1.2120 0.099
H 0.94157 0.14129 -3.07435 -1.0551 -1.7913 1.1892 0.082
H 1.00329 -1.76418 -2.75555 -1.4502 2.3627 0.8487 0.103
H -0.80062 -0.73256 -2.58269 3.7991 -0.3922 -0.2118 0.141
H -1.80686 1.43176 -1.32378 2.6626 1.4515 1.1863 0.068
H -0.65406 2.59480 0.08896 -0.8958 -1.9287 -3.1397 0.146
H 0.11724 1.84963 -1.61168 -1.8261 0.2229 1.3619 0.094
H -3.03569 0.84802 0.01524 2.0748 -2.6800 1.5368 0.137
S -1.66665 -0.56464 0.77276 -2.7793 3.5299 -1.9520 0.671
```
Forces are in eV/Å.

The value obtained for the lowest unoccupied orbital energy is -1.077 eV. For the energy relative to the best compared isomer or geometry (same formula, charge and spin), the calculation gives 151.1 kcal/mol. As for the strongest force on any atom: 4.898 eV/Å. The calculation puts the HOMO energy at -8.82 eV. For the gap between HOMO and LUMO, the calculation gives 0.285 hartree. The spin multiplicity is 1. Its total charge is 0. Its energy is -18314.776 eV.

No. 5
DFT (ωB97M-V/def2-TZVPD) results for a single C7H14Si molecule in a non-equilibrium geometry.

```
22
Properties=species:S:1:pos:R:3:forces:R:3:lowdin_charge:R:1
C -2.41351 2.20361 1.24282 2.4000 1.2553 0.6165 -0.085
C -1.99351 0.94176 1.96660 -2.4621 -0.0278 1.8479 -0.295
C -1.04292 0.17159 1.29937 1.9233 -0.6298 -1.1371 -0.115
C -0.06596 -0.22231 0.70136 -2.1170 -0.5163 0.7549 -0.090
Si 0.87792 -0.84550 -0.65511 2.4075 -1.1509 -0.3672 0.461
C 1.98563 0.64547 -0.82883 1.1943 -0.8206 -0.5379 -0.191
C 1.94715 -2.32498 0.05528 0.3845 0.0707 -0.8004 -0.201
C -0.00584 -1.07897 -2.32993 -0.2518 -0.9957 1.4960 -0.177
H -1.74820 3.03814 1.65516 -1.1761 -0.7854 -0.8968 0.109
H -3.43238 2.42649 1.33077 -1.4621 0.4667 0.7131 0.047
H -2.26863 2.11826 0.18604 0.4697 -0.0713 -0.6477 0.064
H -2.89044 0.36833 2.25618 0.1798 -0.1763 -0.4643 0.121
H -1.58871 1.13684 2.95125 0.2333 0.5076 0.3365 0.117
H 3.05978 0.47922 -0.60648 -0.7103 0.0607 0.7122 0.043
H 1.44389 1.29134 -0.15530 0.6557 0.9649 -0.0814 0.009
H 2.08489 0.98681 -1.84322 -0.6042 0.6323 -0.5389 0.014
H 2.60192 -2.77829 -0.75889 -0.7533 0.4944 0.9866 0.034
H 2.62167 -2.02596 0.91331 -0.8199 -0.0116 -1.0264 0.040
H 1.28586 -3.11180 0.43610 0.1334 0.0036 -0.1095 0.006
H -0.73343 -0.25412 -2.41439 0.5912 -0.2209 -0.4818 0.034
H 0.83424 -1.12528 -3.02959 -0.4842 0.3880 -0.3081 0.026
H -0.55942 -2.04064 -2.37249 0.2683 0.5624 -0.0662 0.029
```
Forces are in eV/Å.

The value obtained for the lowest unoccupied orbital energy is 0.892 eV. For the energy relative to the best compared isomer or geometry (same formula, charge and spin), the calculation gives 0.0 kcal/mol. As for the strongest force on any atom: 3.079 eV/Å. The calculation puts the HOMO energy at -9.45 eV. For the gap between HOMO and LUMO, the calculation gives 0.380 hartree. The spin multiplicity is 1. The SMILES is CCC#C[Si](C)(C)C. Its total charge is 0. Its energy is -15362.144 eV.

No. 6
DFT (ωB97M-V/def2-TZVPD) results for a molecular structure, C7H15AlCl5Cs2F10IInLiMgO3PS in a non-equilibrium geometry.

```
49
Properties=species:S:1:pos:R:3:forces:R:3:lowdin_charge:R:1
O 2.58214 -2.03732 1.26833 2.4117 -0.5152 1.9939 0.088
C 1.71799 -1.89965 0.48735 -1.5880 0.4098 -1.6356 -0.499
O 1.30100 -2.96838 -0.25116 -0.5368 0.3349 0.1796 0.084
C 1.02312 -0.57449 0.27127 -0.4587 -0.1763 -1.1047 -0.074
C -0.34592 -0.74714 -0.42166 -0.7596 0.0276 1.4113 -0.270
C -1.43361 -0.82336 0.71664 -0.2423 0.4512 -1.9044 -0.307
In -3.07245 -2.21007 0.01901 1.1582 -1.5096 0.4205 0.224
I -5.45747 -0.66948 0.32872 0.2547 0.6061 -0.5506 0.413
H 0.79986 -3.51661 0.36826 0.1694 -0.5449 -0.2801 0.135
H 1.67119 0.08710 -0.30990 0.1728 -0.1273 0.1083 0.149
H 0.89261 -0.10954 1.24988 0.1475 0.1768 -0.1256 0.097
H -0.57901 0.09888 -1.08566 0.2105 -0.0808 -0.1240 0.102
H -0.39368 -1.67942 -0.98660 0.3432 0.3398 -0.3387 0.061
H -0.95643 -1.31120 1.56449 -0.6219 0.0833 0.3611 0.050
H -1.78201 0.18534 0.96518 0.3963 -0.1089 0.5883 0.034
H -3.05360 -3.68874 0.96671 -0.2470 0.5560 -0.2156 -0.083
H -2.79728 -2.66252 -1.69674 -0.4550 0.7259 0.1356 -0.047
Mg -3.48592 0.41892 -1.20970 -0.4024 -0.0612 -0.0651 0.808
F -2.29412 4.28072 -4.07589 -0.4253 -0.7266 -0.1385 -0.192
Al -3.28325 3.14879 -4.87960 0.2464 0.8112 -0.6321 -0.095
F -2.31481 1.98085 -5.68518 -0.4253 0.1230 0.4611 -0.220
F -4.33111 3.91791 -5.97710 0.3710 -0.5274 0.5270 -0.188
F -4.22417 2.30291 -3.68378 0.4815 -0.6268 0.6284 -0.228
F -1.06674 -2.87320 -4.16824 -0.5887 -0.1697 0.5398 -0.206
P 0.17452 -3.93144 -3.98440 1.9309 0.6162 2.9369 0.341
F -0.45452 -4.29407 -5.52099 -0.9512 -0.8595 -3.4756 -0.373
F -0.14365 -3.90369 -2.39203 0.2696 0.5209 0.1046 -0.177
F 1.11588 -2.63185 -3.70082 -0.8663 0.8373 -0.3212 -0.163
F 1.58714 -4.39352 -4.65621 -0.2422 -0.9456 -0.2365 -0.169
F -0.06229 -5.51611 -3.69633 -0.9355 -0.1798 -1.0998 -0.164
C 2.93192 -0.05401 3.39251 -2.3355 2.0627 -0.3073 -0.641
S 1.84547 1.34400 3.73968 -0.0699 0.6197 0.6019 0.816
O 1.74539 2.14141 2.48385 0.1186 -0.5168 -0.2225 -0.591
C 2.97234 2.18935 4.83164 0.3264 0.0623 -0.4193 -0.346
H 2.43567 -0.71130 2.68596 0.1506 -0.0035 0.1080 -0.005
H 3.86844 0.29923 2.95845 -0.4635 0.6911 -0.1612 -0.014
H 3.12841 -0.59741 4.30678 -2.5295 2.0107 0.2284 -0.167
H 3.90794 2.40023 4.30188 -0.0621 -0.0952 -0.1410 0.061
H 3.16188 1.56838 5.71031 -0.1911 0.0624 0.0850 0.054
H 2.48571 3.15605 5.16331 0.0503 -0.4774 0.0831 -0.173
Li -2.28292 -4.42486 -6.68575 0.0306 -0.0213 2.4673 0.751
Cl 1.48682 4.35150 6.33383 -0.2854 0.3059 0.2574 -0.421
Cs 4.74923 -1.64225 3.91081 5.2760 -4.5649 0.2471 1.415
Cs -0.80071 -4.07057 -8.77880 1.2160 0.3415 -0.9144 1.155
C -0.58632 6.03061 3.16822 0.1019 -0.0931 0.2583 -2.047
Cl -1.89468 6.07659 4.35949 0.0202 0.0147 -0.0668 0.504
Cl -1.19148 6.62572 1.60726 -0.0381 0.0062 -0.0332 0.486
Cl 0.74039 7.05579 3.71279 -0.1001 -0.0567 -0.0618 0.516
Cl -0.01351 4.37260 2.98122 -0.0330 0.1913 -0.1574 0.516
```
Forces are in eV/Å.

The value obtained for the lowest unoccupied orbital energy is -6.393 eV. For the energy relative to the best compared isomer or geometry (same formula, charge and spin), the calculation gives 37.1 kcal/mol. As for the strongest force on any atom: 6.981 eV/Å. The calculation puts the HOMO energy at -7.51 eV. For the gap between HOMO and LUMO, the calculation gives 0.041 hartree. The spin multiplicity is 1. Its total charge is +1. Its energy is -150170.989 eV.